# C2H8FInO2

C2H8FInO2 as an isolated structure in a non-equilibrium geometry (ωB97M-V with the def2-TZVPD basis set, OMol25).

Properties
Gap between HOMO and LUMO = 2.2 eV
F_max = 1.595 eV Å⁻¹
Energy above the lowest of the compared OMol25 structures with the same formula, charge and spin = 67.4 kcal/mol
Charge = +2
Total energy = -14161.73765 eV
E_HOMO = -0.645 Ha

Atoms and positions in Å:
In (-10.8918, -34.8833, 25.9150)
F (-13.7779, -32.4654, 27.1573)
C (-11.5348, -36.8232, 30.9157)
O (-11.9238, -35.9254, 29.8938)
H (-12.1483, -37.7221, 30.8534)
H (-10.4783, -37.0446, 30.7645)
H (-11.6776, -36.3430, 31.8837)
H (-12.5051, -35.2700, 30.2864)
C (-10.5964, -30.1491, 24.2822)
O (-10.8201, -31.3938, 23.6578)
H (-10.9597, -29.2922, 23.7150)
H (-10.9672, -30.2260, 25.3043)
H (-9.5408, -29.9600, 24.4775)
H (-11.1483, -31.3318, 22.7578)

Atom-resolved charges from Löwdin, all expressed in e:
1. In 0.995
2. F -0.104
3. C -0.024
4. O 0.041
5. H 0.141
6. H 0.121
7. H 0.119
8. H 0.123
9. C -0.013
10. O 0.061
11. H 0.127
12. H 0.131
13. H 0.145
14. H 0.136